# 1
{
  "formula": "C5H14NS",
  "method": "wB97M-V/def2-TZVPD",
  "elements": ["C", "C", "C", "C", "C", "N", "S", "H", "H", "H", "H", "H", "H", "H", "H", "H", "H", "H", "H", "H", "H"],
  "coordinates": [[0.0672, 1.7060, 1.8285], [1.4668, 1.0457, -0.2335], [0.0653, -1.8390, 0.3329], [0.6779, 0.5455, 1.0444], [-0.3700, -0.4460, 0.6678], [-1.5812, -0.1455, 0.3943], [-1.0965, -0.9666, -2.7034], [-0.4331, 1.3886, 2.7678], [0.7999, 2.4828, 1.9861], [-0.8093, 2.2383, 1.2860], [2.4566, 1.4728, 0.0353], [0.9352, 1.8867, -0.6910], [1.5939, 0.1587, -0.8946], [0.0841, -2.2901, 1.3019], [1.1178, -1.8466, -0.0284], [-0.5377, -2.2380, -0.4600], [1.4492, -0.0703, 1.5633], [-1.8784, 0.7549, 0.5022], [0.2303, -1.2959, -2.8742], [-2.1026, -0.9534, 0.0861], [-1.6198, -1.8618, -3.6428]],
  "charge": 1,
  "lumo_ev": -4.1,
  "molar_mass_g_mol": 120.24,
  "e_tot_ev": -17730.4445,
  "e_homo_ev": -13.49,
  "relative_energy_kj_mol": 80.61,
  "orbital_gap_ev": 9.42
}



# 2
{
  "formula": "C2H5BrNP",
  "method": "wB97M-V/def2-TZVPD",
  "elements": ["C", "C", "N", "P", "Br", "H", "H", "H", "H", "H"],
  "coordinates": [[-1.2696, 0.5255, -0.4267], [-0.0386, -0.2842, -0.5579], [0.3273, -1.1161, 0.3004], [1.1136, -2.1529, 1.1946], [2.0311, 2.0364, 0.2872], [-0.9533, 1.5315, -0.1360], [-1.7924, 0.5962, -1.3766], [-1.9255, 0.1321, 0.3458], [0.5853, -0.1007, -1.4321], [1.9221, -1.1678, 1.8014]],
  "lumo_ev": -2.7,
  "molar_mass_g_mol": 153.95,
  "e_tot_ev": -82974.1388,
  "e_homo_ev": -7.52,
  "relative_energy_kj_mol": 219.20,
  "orbital_gap_ev": 4.85
}



# 3
{
  "formula": "C36H28CaN6O8S",
  "method": "wB97M-V/def2-TZVPD",
  "elements": ["Ca", "O", "C", "C", "C", "C", "C", "C", "C", "O", "N", "N", "C", "C", "C", "C", "C", "C", "C", "O", "H", "H", "H", "H", "H", "H", "H", "H", "H", "H", "N", "C", "O", "C", "C", "H", "H", "H", "H", "H", "H", "O", "N", "O", "C", "C", "C", "C", "C", "C", "N", "C", "C", "N", "C", "C", "C", "C", "H", "H", "H", "H", "H", "H", "H", "O", "C", "O", "C", "C", "C", "C", "S", "C", "C", "H", "H", "H", "H", "H"],
  "coordinates": [[-0.0430, 0.0182, 0.1636], [5.4385, 0.7757, -0.5904], [4.8737, 1.3909, -1.6405], [5.7055, 1.7907, -2.6908], [5.1788, 2.4166, -3.8036], [3.8131, 2.6621, -3.8939], [2.9908, 2.2778, -2.8501], [3.4929, 1.6462, -1.7156], [2.5287, 1.2552, -0.6357], [1.3482, 1.6990, -0.6949], [3.0531, 0.4731, 0.3001], [2.1021, 0.0492, 1.1990], [2.4348, -0.4026, 2.3414], [1.4590, -0.8061, 3.3509], [1.9544, -1.5586, 4.4202], [1.1618, -1.9728, 5.4747], [-0.1801, -1.5948, 5.4738], [-0.7052, -0.8357, 4.4539], [0.0683, -0.4204, 3.3330], [-0.4729, 0.2712, 2.3959], [4.6733, 0.4920, 0.0006], [6.7640, 1.5786, -2.6050], [5.8375, 2.7088, -4.6142], [3.3962, 3.1398, -4.7721], [1.9218, 2.4457, -2.8803], [3.4943, -0.4708, 2.6102], [3.0077, -1.8245, 4.4049], [1.5755, -2.5676, 6.2795], [-0.8275, -1.9026, 6.2895], [-1.7507, -0.5510, 4.4478], [-0.4264, -1.6334, -4.0547], [-1.0316, -0.8795, -3.0929], [-0.3665, -0.1645, -2.3643], [-2.5446, -1.0037, -2.9881], [-2.9494, -1.8436, -1.7662], [0.5457, -1.8459, -3.8225], [-0.9515, -2.4109, -4.4191], [-2.9156, -1.5132, -3.8812], [-2.9872, -0.0095, -2.9756], [-2.1922, -2.6218, -1.6469], [-3.8905, -2.3558, -1.9822], [-5.2018, -4.5188, 2.9125], [-5.6250, -3.5850, 2.2169], [-6.8461, -3.3533, 2.1571], [-4.7404, -2.7723, 1.4927], [-5.3192, -1.7558, 0.7414], [-4.6068, -0.9138, -0.0691], [-5.2290, 0.2311, -0.6136], [-4.4807, 1.2737, -1.0660], [-3.0766, 1.2056, -0.7697], [-2.4380, 0.1621, -0.3873], [-3.1430, -1.1360, -0.3740], [-2.5102, -2.1027, 0.6519], [-1.1869, -2.2224, 0.5602], [-0.5250, -3.0938, 1.3125], [-1.1953, -3.8907, 2.2241], [-2.5656, -3.7944, 2.3296], [-3.2895, -2.9069, 1.5149], [-6.3875, -1.6105, 0.8354], [-6.3132, 0.2888, -0.5744], [-4.9126, 2.1926, -1.4362], [-2.5022, 2.1314, -0.8200], [0.5445, -3.1576, 1.1462], [-0.6429, -4.5802, 2.8488], [-3.0941, -4.4140, 3.0308], [7.6725, -5.2034, 0.0182], [7.3540, -4.0227, -0.5971], [8.2527, -3.2710, -0.8775], [5.9237, -3.7730, -0.8553], [4.9185, -4.7260, -0.6471], [3.5984, -4.4425, -0.9225], [3.2028, -3.1872, -1.4196], [1.5407, -2.8435, -1.7741], [4.2209, -2.2339, -1.6163], [5.5414, -2.5153, -1.3452], [6.8527, -5.6673, 0.2312], [5.1310, -5.7281, -0.2806], [2.8391, -5.1969, -0.7597], [3.9444, -1.2534, -1.9815], [6.2923, -1.7509, -1.4918]],
  "charge": -2,
  "lumo_ev": 4.0,
  "molar_mass_g_mol": 744.80,
  "e_tot_ev": -92386.4638,
  "e_homo_ev": -2.30,
  "orbital_gap_ev": 6.35
}



# 4
{
  "formula": "C23H28LiN2O5P2",
  "method": "wB97M-V/def2-TZVPD",
  "elements": ["Li", "C", "P", "C", "N", "C", "C", "C", "C", "C", "C", "N", "C", "P", "C", "C", "C", "C", "C", "C", "C", "C", "C", "H", "H", "H", "H", "H", "H", "H", "H", "H", "H", "H", "H", "H", "H", "H", "H", "H", "H", "H", "H", "H", "H", "H", "H", "H", "H", "H", "H", "O", "C", "C", "O", "C", "C", "O", "C", "O", "O"],
  "coordinates": [[-0.1506, -2.6824, 0.2658], [3.0372, -1.5401, 1.5062], [1.9844, -1.4275, 0.0151], [0.9952, 0.0884, 0.4074], [1.7040, 1.1476, 0.9156], [0.8069, 2.0263, 1.5055], [1.2391, 3.1364, 2.4007], [0.3360, 3.9906, 2.9012], [-1.1336, 3.9760, 2.7509], [-1.9016, 3.1154, 2.0687], [-1.2782, 2.0241, 1.2704], [-2.0137, 1.1276, 0.5181], [-1.2119, 0.0987, 0.1303], [-2.0815, -1.3622, -0.5956], [-3.6464, -1.3485, 0.3463], [-2.5639, -0.8338, -2.3247], [-3.6621, -1.7920, -2.7966], [-1.3407, -0.9920, -3.2339], [-3.0632, 0.6081, -2.3986], [3.1812, -0.9258, -1.3295], [3.9568, -2.1823, -1.7378], [4.1535, 0.1616, -0.8754], [2.3742, -0.4227, -2.5298], [3.3866, -0.5440, 1.7767], [3.8768, -2.2170, 1.3384], [2.4394, -1.9422, 2.3256], [2.2862, 3.2235, 2.6660], [0.7046, 4.7664, 3.5643], [-1.6435, 4.7353, 3.3348], [-2.9822, 3.1782, 2.1221], [-4.2863, -2.1826, 0.0584], [-4.1643, -0.3973, 0.2311], [-3.3872, -1.4602, 1.4005], [-3.3539, -2.8365, -2.6929], [-3.8723, -1.6057, -3.8540], [-4.5902, -1.6490, -2.2418], [-0.9604, -2.0170, -3.2129], [-0.5441, -0.3198, -2.9202], [-1.6209, -0.7534, -4.2652], [-3.8851, 0.7926, -1.7064], [-3.4101, 0.8146, -3.4174], [-2.2690, 1.3075, -2.1425], [4.5304, -2.5950, -0.9039], [4.6629, -1.9317, -2.5358], [3.2847, -2.9593, -2.1088], [4.8123, -0.1958, -0.0807], [3.6090, 1.0274, -0.4974], [4.7817, 0.4579, -1.7218], [1.6708, -1.1838, -2.8755], [3.0558, -0.1892, -3.3545], [1.8094, 0.4736, -2.2775], [-0.5848, 1.5463, 4.5813], [-0.4880, 0.8006, 3.6283], [-0.3109, 1.0886, 2.2077], [-0.1525, 2.5900, 0.5826], [-0.2166, -0.1982, 1.4620], [-0.3530, -1.2905, 2.3680], [-0.3312, -2.5190, 2.1350], [-0.5394, -0.7252, 3.7617], [-0.6926, -1.3622, 4.7720], [0.0072, 0.2804, -0.6876]],
  "charge": -1,
  "lumo_ev": [2.0, 2.0],
  "molar_mass_g_mol": 481.38,
  "e_tot_ev": -56304.5261,
  "e_homo_ev": [-4.16, -4.16],
  "relative_energy_kj_mol": 0.00,
  "orbital_gap_ev": [6.17, 6.17]
}



# 5
{
  "formula": "C8H10INO",
  "method": "wB97M-V/def2-TZVPD",
  "elements": ["C", "C", "C", "N", "C", "C", "H", "H", "H", "H", "H", "C", "C", "C", "O", "H", "H", "H", "H", "I", "H"],
  "coordinates": [[-1.9283, -2.4990, -0.0147], [-1.7930, -1.3024, -0.6688], [-0.5495, -0.7115, -0.8119], [0.4997, -1.1928, -0.2067], [0.4479, -2.3777, 0.4281], [-0.8233, -3.0323, 0.5941], [-2.8601, -3.0056, 0.1379], [-2.5465, -0.8090, -1.0858], [-0.3121, 0.3323, -1.2844], [1.3139, -2.8113, 0.9572], [-1.0502, -3.9829, 1.2369], [-0.0600, 3.2943, -0.5589], [1.0453, 2.7246, 0.3882], [0.6426, 1.7947, 1.1600], [0.1525, 0.9172, 1.7096], [0.0225, 2.9080, -1.6832], [-0.9792, 3.0408, -0.0803], [0.0493, 4.4364, -0.4999], [2.1742, 2.9490, 0.3578], [3.8350, 0.1523, -0.1761], [2.7192, -0.8253, 0.1010]],
  "lumo_ev": 0.8,
  "molar_mass_g_mol": 263.08,
  "smiles": "c1ccncc1.CC=C=O.I",
  "e_tot_ev": -20093.6103,
  "e_homo_ev": -8.61,
  "relative_energy_kj_mol": 154.36,
  "orbital_gap_ev": 9.36
}